{"formula": "C11H29Cl4N7O14", "method": "ωB97M-V/def2-TZVPD", "elements": ["C", "N", "O", "O", "H", "H", "H", "C", "N", "O", "O", "H", "H", "H", "C", "N", "O", "O", "H", "H", "H", "C", "N", "O", "O", "H", "H", "H", "C", "N", "O", "O", "H", "H", "H", "C", "N", "O", "O", "H", "H", "H", "C", "N", "O", "O", "H", "H", "H", "Cl", "C", "C", "Cl", "H", "H", "H", "H", "Cl", "C", "C", "Cl", "H", "H", "H", "H"], "positions_angstrom": [[16.22026, -1.64605, -11.74594], [14.88253, -1.02099, -11.96948], [14.13347, -0.96701, -11.01946], [14.63053, -0.62767, -13.08954], [16.86435, -1.35331, -12.56486], [16.05966, -2.71895, -11.73628], [16.56517, -1.29518, -10.77996], [14.12020, -6.25802, -9.90525], [14.15548, -4.81706, -9.59366], [15.01175, -4.15128, -10.15211], [13.26412, -4.35575, -8.91616], [13.93175, -6.44299, -10.95639], [13.36097, -6.73986, -9.29897], [15.06484, -6.69715, -9.58401], [10.65952, -5.03441, -6.78788], [10.84368, -4.09234, -5.64864], [11.59686, -3.16276, -5.79284], [10.20201, -4.31828, -4.63734], [9.60801, -5.05260, -7.05135], [10.99293, -6.02105, -6.48170], [11.26786, -4.70195, -7.62212], [16.88406, -7.51351, -5.62458], [15.54454, -7.19336, -6.20614], [14.88828, -6.33905, -5.65868], [15.20938, -7.80018, -7.20912], [17.22313, -8.43412, -6.08514], [16.73678, -7.65215, -4.55710], [17.55779, -6.68337, -5.79972], [12.15422, -9.11009, -7.55653], [12.24504, -9.73208, -8.90680], [12.02035, -10.90621, -9.02282], [12.49329, -8.97664, -9.84186], [12.00080, -9.90228, -6.83577], [11.30674, -8.43249, -7.61252], [13.08652, -8.57273, -7.40794], [19.06696, -5.67569, -9.58866], [18.16984, -6.55287, -10.38929], [18.29955, -6.53565, -11.59166], [17.37174, -7.23351, -9.77373], [18.55473, -5.49579, -8.65219], [19.24182, -4.77213, -10.15868], [19.98454, -6.23227, -9.41735], [10.34573, -6.83348, -11.07953], [9.69540, -7.70513, -10.07581], [9.66637, -7.30076, -8.92015], [9.28453, -8.77755, -10.44468], [11.30644, -7.27763, -11.32391], [10.52014, -5.86001, -10.63223], [9.71051, -6.73387, -11.95290], [16.88960, -4.13345, -6.95147], [16.89442, -2.61637, -7.85898], [16.87946, -1.42614, -6.95784], [15.42182, -1.32883, -5.95519], [16.03782, -2.64256, -8.53522], [17.77045, -2.56107, -8.50802], [16.95492, -0.48516, -7.49584], [17.73934, -1.47569, -6.28454], [14.80407, -8.77937, -14.04974], [14.17086, -9.63418, -12.60005], [12.74946, -10.05944, -12.80016], [12.57921, -11.24962, -14.12344], [14.22226, -8.87787, -11.81923], [14.84495, -10.44205, -12.33758], [12.10641, -9.21007, -13.01723], [12.35273, -10.54900, -11.91504]], "forces_ev_per_a": [[-0.2, 0.1, -0.1], [0.1, 0.0, -0.1], [0.0, 0.0, 0.0], [0.0, 0.0, 0.0], [0.0, 0.0, 0.0], [0.0, 0.0, 0.1], [0.1, -0.1, 0.0], [0.2, -1.1, 1.0], [-0.7, 0.3, -1.0], [0.3, -0.1, 0.3], [0.3, 0.0, 0.2], [0.2, 0.4, -0.2], [-0.2, 0.3, -0.1], [0.1, 0.2, -0.4], [0.2, 0.0, -0.4], [-0.4, -0.3, 0.3], [0.3, 0.3, -0.1], [0.1, -0.1, -0.2], [-0.1, 0.0, 0.1], [-0.1, 0.0, 0.2], [0.0, 0.2, 0.1], [-0.3, -0.5, 0.2], [0.2, 0.2, 0.0], [0.0, -0.1, 0.0], [0.0, 0.0, 0.0], [0.1, 0.1, -0.1], [0.0, 0.1, 0.0], [-0.1, 0.1, -0.1], [0.1, -0.1, -0.2], [-0.3, 0.4, -0.1], [0.1, -0.3, -0.1], [0.0, -0.1, 0.2], [0.0, 0.0, 0.0], [0.0, 0.0, 0.1], [0.0, 0.1, 0.1], [-0.2, -0.1, 0.2], [0.0, 0.1, -0.1], [0.0, -0.1, 0.0], [0.0, -0.1, 0.0], [0.0, 0.1, 0.1], [0.1, 0.0, 0.0], [0.1, 0.0, -0.1], [0.2, 0.7, -0.1], [0.2, 0.1, 0.4], [0.0, -0.1, -0.3], [-0.1, 0.0, 0.0], [-0.1, -0.2, -0.1], [-0.1, 0.0, 0.1], [0.0, -0.3, 0.0], [0.1, -0.3, 0.1], [-0.4, 0.3, -1.1], [0.5, 0.3, 0.7], [-0.1, 0.0, 0.0], [-0.1, 0.0, 0.3], [0.2, -0.2, 0.2], [-0.1, -0.1, -0.3], [-0.2, 0.0, 0.0], [0.0, -0.2, 0.1], [0.2, 0.7, 0.0], [-0.4, -0.4, 0.1], [0.0, 0.1, 0.0], [-0.1, -0.2, 0.2], [0.0, -0.1, -0.2], [0.0, 0.0, -0.2], [0.2, 0.0, 0.1]], "lowdin_charge": [0.043, -0.450, 0.068, 0.065, 0.094, 0.078, 0.085, 0.037, -0.406, 0.031, 0.086, 0.103, 0.070, 0.070, 0.035, -0.448, 0.076, 0.052, 0.097, 0.090, 0.065, 0.050, -0.437, 0.060, 0.030, 0.098, 0.102, 0.068, 0.068, -0.407, 0.109, 0.010, 0.103, 0.077, 0.069, 0.045, -0.440, 0.082, 0.041, 0.038, 0.096, 0.105, 0.050, -0.436, 0.034, 0.091, 0.076, 0.096, 0.105, 0.624, -0.669, -0.675, 0.573, 0.046, 0.076, 0.073, 0.069, 0.523, -0.650, -0.679, 0.540, 0.037, 0.077, 0.062, 0.049], "homo_ev": -10.553, "relative_energy_kj_mol": 0.0, "gap_ev": 10.155, "multiplicity": 1}



{"formula": "C11H29ClIIrN2OP2S", "method": "ωB97M-V/def2-TZVPD", "elements": ["C", "C", "H", "H", "H", "O", "I", "Ir", "P", "C", "C", "H", "H", "H", "H", "H", "H", "C", "H", "H", "H", "P", "C", "C", "H", "H", "H", "C", "H", "H", "H", "H", "H", "H", "Cl", "C", "N", "C", "S", "N", "C", "H", "H", "H", "H", "H", "H", "H", "H"], "positions_angstrom": [[-5.57714, -2.44762, -3.15646], [-4.80808, -1.71513, -2.06915], [-6.66091, -2.39082, -2.91229], [-5.27179, -3.51475, -3.17617], [-5.40522, -1.94548, -4.13144], [-5.25604, -1.14530, -1.10040], [-2.61200, -1.63488, -2.22243], [-0.12243, -0.25151, -0.36652], [-0.43404, 1.75870, -1.53868], [-0.60013, 3.38877, -0.69805], [1.04938, 2.08020, -2.57524], [0.89890, 3.00207, -3.15763], [-2.05306, 2.67169, -3.14241], [1.21781, 1.22439, -3.24110], [-1.70181, 0.91578, -3.42208], [0.35734, 3.67933, -0.24460], [1.91076, 2.20504, -1.90087], [-1.88820, 1.69198, -2.66251], [-0.87747, 4.14420, -1.45105], [-2.75803, 1.40199, -2.05103], [-1.37923, 3.34731, 0.07272], [-0.09000, -2.24113, 0.92039], [-0.10185, -2.03039, 2.74539], [-1.45767, -3.35260, 0.50154], [1.57998, -3.37284, -0.42599], [1.27480, -4.20114, 1.14572], [2.29404, -2.72050, 1.09390], [1.42524, -3.23052, 0.65107], [-1.34338, -3.66345, -0.54056], [-1.44378, -4.22861, 1.15593], [-0.03001, -3.02473, 3.20464], [-1.03340, -1.55140, 3.06643], [-2.38962, -2.79386, 0.60449], [0.74907, -1.42810, 3.09388], [0.36188, -1.40641, -2.32498], [3.06081, 2.78790, 3.30569], [2.02414, 2.43540, 2.33909], [1.87244, 1.22566, 1.75597], [0.16524, 0.82157, 1.48684], [2.91667, 0.45816, 1.42631], [4.31750, 0.89088, 1.47968], [3.65164, 1.90968, 3.56394], [2.56655, 3.16591, 4.20755], [3.67704, 3.60107, 2.90084], [1.14419, 2.92766, 2.49373], [2.71412, -0.36936, 0.86049], [4.71291, 0.67256, 2.48161], [4.89989, 0.30769, 0.76036], [4.45293, 1.94497, 1.19344]], "forces_ev_per_a": [[-0.1, 0.1, 0.1], [-1.9, 1.4, 2.4], [0.8, 0.1, 0.0], [0.0, 0.7, -0.2], [0.1, -0.5, 0.5], [0.9, -1.4, -2.4], [-0.5, -0.4, -0.6], [-1.6, -0.6, -0.9], [-0.7, 1.4, -2.1], [-0.1, -0.3, 0.2], [-0.3, -0.2, 0.1], [0.1, -0.3, 0.2], [0.0, -0.4, 0.1], [0.0, 0.3, 0.1], [-0.1, 0.4, 0.3], [-0.2, -0.1, -0.1], [-0.2, 0.0, -0.3], [0.3, 0.3, 0.0], [0.1, -0.3, 0.2], [0.3, 0.2, -0.4], [0.2, 0.1, -0.2], [-0.1, -1.7, 0.2], [-0.2, -0.1, -0.1], [0.3, -0.2, 0.4], [0.0, 0.0, 0.3], [0.2, 0.2, -0.2], [-0.2, -0.2, -0.1], [-0.3, 0.1, 0.0], [0.0, 0.0, 0.2], [-0.1, 0.0, -0.1], [-0.1, 0.2, -0.1], [0.2, -0.1, 0.0], [0.0, -0.2, 0.1], [-0.2, -0.2, -0.2], [1.5, 0.0, -0.1], [0.5, 0.7, 0.2], [-0.7, -1.0, -0.1], [0.9, 1.3, 1.1], [1.9, 0.9, 1.2], [-1.3, 0.4, -0.4], [0.7, -0.3, 0.0], [-0.1, 0.4, 0.1], [0.1, -0.2, -0.2], [0.1, -0.4, 0.2], [0.4, -0.2, -0.1], [0.0, 0.3, 0.5], [0.1, 0.3, -0.5], [-0.3, 0.0, 0.1], [-0.3, -0.4, 0.3]], "mulliken_spin": [-0.002, 0.016, 0.003, 0.003, 0.003, 0.009, 0.214, 2.134, 0.157, 0.034, -0.002, 0.003, 0.006, 0.002, -0.005, 0.001, -0.006, -0.027, 0.004, 0.006, -0.003, 0.225, 0.034, -0.018, 0.002, 0.000, -0.011, 0.005, -0.006, 0.012, 0.003, 0.005, 0.003, -0.005, 0.366, 0.006, 0.051, 0.087, 0.643, 0.036, -0.002, 0.002, 0.000, 0.003, 0.002, 0.002, 0.002, -0.001, 0.002], "homo_ev": [-11.872, -14.591], "s_squared": 6.02, "relative_energy_kj_mol": 4.5, "gap_ev": [5.876, 5.160], "charge": 2, "multiplicity": 5}



{"formula": "C11H29N2O9S3", "method": "ωB97M-V/def2-TZVPD", "elements": ["O", "S", "O", "C", "C", "C", "N", "O", "C", "C", "N", "H", "H", "H", "H", "H", "H", "H", "H", "H", "H", "H", "H", "H", "O", "S", "O", "O", "C", "C", "C", "H", "H", "H", "H", "H", "H", "H", "H", "O", "S", "O", "O", "C", "C", "C", "H", "H", "H", "H", "H", "H", "H", "H"], "positions_angstrom": [[-4.35575, -0.37755, 3.12749], [-4.56903, -1.68650, 2.58784], [-5.64642, -1.85782, 1.65388], [-3.09176, -2.23853, 1.79752], [-2.56112, -1.24231, 0.74490], [-3.60542, -0.73743, -0.25025], [-4.32991, 0.50257, 0.16721], [-5.06976, 0.99457, -0.93177], [-3.45334, 1.56118, 0.78140], [-1.99966, 1.17155, 0.83500], [-1.77833, -0.17157, 1.37882], [-4.73514, -2.54829, 3.61371], [-3.28963, -3.21950, 1.36337], [-2.32779, -2.35255, 2.57005], [-1.89172, -1.85364, 0.13329], [-4.37035, -1.49870, -0.39788], [-3.16470, -0.51786, -1.22045], [-5.07439, 0.26078, 0.82990], [-4.42219, 1.43476, -1.50983], [-3.83951, 1.77195, 1.77719], [-3.56227, 2.47175, 0.19340], [-1.53908, 1.87133, 1.53512], [-1.47881, 1.32861, -0.10891], [-0.80029, -0.39501, 1.22584], [0.39068, 2.38929, -1.50589], [1.13753, 1.85344, -2.61017], [2.02453, 0.75472, -2.38951], [1.89339, 3.02216, -3.34685], [2.72370, 3.91089, -2.54816], [4.06404, 3.29669, -2.20710], [0.04199, 1.44349, -3.92499], [2.17097, 4.20559, -1.65596], [2.84553, 4.79214, -3.17242], [3.95789, 2.45899, -1.51889], [4.69784, 4.04791, -1.73739], [4.55892, 2.93329, -3.10683], [-0.60552, 2.29374, -4.11981], [-0.53587, 0.58008, -3.60175], [0.63261, 1.19185, -4.80119], [3.66703, -4.08997, 1.05729], [3.65729, -3.01702, 2.00173], [2.51590, -2.83796, 2.84727], [3.93966, -1.65564, 1.22391], [3.15145, -1.41973, 0.03868], [1.73907, -0.99776, 0.38172], [5.11858, -3.04170, 2.97525], [3.16013, -2.31379, -0.58515], [3.67027, -0.63225, -0.50186], [1.19442, -1.81711, 0.85545], [1.21295, -0.69824, -0.52492], [1.74877, -0.15748, 1.07830], [5.97539, -3.12821, 2.31369], [5.04621, -3.91021, 3.62585], [5.16103, -2.12901, 3.56289]], "forces_ev_per_a": [[0.1, 0.5, 0.1], [0.1, -0.1, 0.0], [-0.4, 0.0, -0.3], [0.4, -0.1, 0.2], [0.3, 0.1, 0.1], [-0.2, -0.4, -0.1], [-0.1, 0.2, -0.2], [0.1, 0.0, 0.1], [0.1, 0.4, 0.4], [0.6, -0.2, 0.3], [-0.3, -0.1, -0.4], [0.0, -0.1, 0.0], [-0.1, 0.0, 0.0], [0.0, 0.0, 0.0], [-0.1, -0.1, -0.1], [0.0, 0.1, -0.1], [0.2, 0.2, 0.1], [0.1, -0.2, 0.1], [-0.1, -0.1, 0.1], [-0.1, -0.3, 0.0], [-0.1, -0.1, -0.1], [0.0, 0.1, -0.1], [-0.1, 0.0, -0.4], [0.0, 0.1, 0.3], [-0.1, -0.1, 0.2], [0.0, 0.2, -0.6], [0.0, -0.1, 0.2], [-0.1, -0.1, 0.1], [0.3, 0.3, 0.2], [-0.1, -0.2, 0.0], [-0.1, 0.0, 0.0], [-0.1, -0.1, 0.0], [-0.1, -0.1, -0.1], [0.0, 0.0, 0.0], [0.0, 0.0, 0.0], [0.0, 0.0, 0.0], [0.0, 0.0, 0.0], [0.0, 0.0, 0.0], [0.0, 0.0, 0.0], [-0.1, -0.1, 0.0], [0.2, 0.2, 0.0], [-0.1, -0.1, 0.1], [0.1, -0.1, 0.1], [-0.2, 0.1, -0.3], [-0.3, -0.1, 0.2], [0.0, 0.0, 0.0], [0.0, 0.0, 0.1], [0.1, 0.0, 0.1], [0.0, 0.0, 0.0], [0.1, 0.0, -0.1], [0.0, 0.0, 0.0], [0.0, 0.0, 0.0], [0.0, 0.0, 0.0], [0.0, 0.0, 0.0]], "lowdin_charge": [-0.316, 0.701, -0.332, -0.203, -0.317, -0.042, -0.099, 0.077, -0.054, -0.168, 0.014, 0.096, 0.120, 0.122, 0.155, 0.141, 0.146, 0.161, 0.137, 0.137, 0.144, 0.143, 0.102, 0.098, -0.295, 0.556, -0.272, -0.254, -0.229, -0.063, -0.115, 0.114, 0.126, 0.069, 0.087, 0.089, 0.076, 0.069, 0.082, -0.270, 0.568, -0.284, -0.257, -0.241, -0.090, -0.116, 0.119, 0.118, 0.065, 0.056, 0.093, 0.079, 0.081, 0.078], "homo_ev": -12.707, "gap_ev": 9.853, "charge": 1, "multiplicity": 1}



{"formula": "C11H30BNO6P", "method": "ωB97M-V/def2-TZVPD", "elements": ["O", "C", "C", "N", "C", "B", "O", "O", "P", "O", "H", "H", "H", "H", "H", "H", "H", "H", "H", "H", "C", "C", "O", "C", "C", "H", "H", "H", "H", "H", "H", "H", "H", "H", "H", "C", "C", "O", "C", "C", "H", "H", "H", "H", "H", "H", "H", "H", "H", "H"], "positions_angstrom": [[-1.87526, 1.91271, -4.04364], [-0.78728, 1.74971, -3.69324], [-0.40486, 1.41351, -2.26611], [-1.56268, 1.53953, -1.33505], [-1.17493, 1.92422, 0.08358], [-0.02298, 1.00421, 0.77337], [-0.29620, 0.03302, 1.67510], [1.27041, 1.30618, 0.48928], [-2.62765, 0.08470, -1.31845], [-3.26215, -0.17990, -2.57586], [0.05479, 1.86878, -4.38477], [-0.04894, 0.39491, -2.24247], [0.39666, 2.06695, -1.97863], [-2.15845, 2.29811, -1.68664], [-0.78082, 2.92050, 0.02844], [-2.04461, 1.88635, 0.71190], [-0.81746, -0.69164, 1.30034], [1.63971, 0.78186, -0.23232], [-3.58570, 0.35403, -0.32621], [-1.83148, -1.01797, -0.94210], [6.40027, 2.23045, -1.95866], [4.95839, 2.35463, -1.50004], [4.51623, 1.27163, -0.69795], [5.21453, 1.07599, 0.52316], [5.12267, 2.25473, 1.47591], [6.56448, 1.27092, -2.44999], [6.64265, 3.02946, -2.65906], [7.09794, 2.29917, -1.12349], [4.30447, 2.35882, -2.37435], [4.79775, 3.30555, -0.98021], [6.25876, 0.81434, 0.32698], [4.75469, 0.20302, 0.98676], [5.63986, 3.13312, 1.08718], [5.57709, 2.00044, 2.43301], [4.08017, 2.53008, 1.64373], [-4.75526, -2.48862, 3.29624], [-4.47215, -2.19432, 1.83484], [-3.22895, -2.70688, 1.37588], [-3.07639, -4.12039, 1.44741], [-4.08568, -4.88704, 0.61201], [-3.92627, -2.15658, 3.92228], [-5.66266, -1.97590, 3.61422], [-4.89806, -3.55474, 3.47278], [-4.41513, -1.11156, 1.69410], [-5.28955, -2.55272, 1.20090], [-3.10057, -4.45171, 2.48934], [-2.07192, -4.32570, 1.07687], [-5.10047, -4.77430, 0.99561], [-3.84666, -5.94971, 0.61774], [-4.08033, -4.53195, -0.41972]], "forces_ev_per_a": [[-4.0, 0.8, -0.8], [3.2, -0.3, 0.6], [-0.3, -0.2, -0.3], [0.0, 0.2, 0.8], [0.6, -0.8, 0.1], [0.4, 0.1, -0.1], [-0.3, -0.6, -0.6], [0.0, 0.3, -0.6], [-0.9, -1.1, 0.5], [-0.5, -0.1, -1.9], [0.5, -0.2, 0.0], [0.3, -0.4, 0.0], [0.4, 0.4, 0.5], [-0.1, -0.1, -0.3], [0.1, 0.6, 0.0], [-0.7, 0.2, 0.0], [-0.4, 0.0, 0.8], [0.7, 0.1, 0.4], [0.7, 0.4, 0.5], [0.5, 0.7, 0.6], [0.0, -0.1, 0.1], [0.1, 0.1, -0.1], [-0.4, -0.1, -0.1], [0.1, 0.0, 0.2], [0.0, 0.1, -0.1], [0.0, 0.0, 0.0], [0.0, 0.0, 0.0], [0.0, 0.1, 0.0], [-0.1, -0.1, 0.0], [0.0, 0.0, 0.0], [0.0, 0.0, 0.0], [0.0, 0.0, -0.1], [0.0, 0.0, 0.0], [0.0, 0.0, 0.0], [0.0, -0.1, 0.0], [0.1, -0.1, 0.0], [-0.2, 0.0, 0.1], [0.3, 0.4, -0.2], [0.0, -0.3, 0.0], [-0.1, 0.2, 0.0], [0.0, 0.0, 0.0], [0.0, 0.0, 0.0], [-0.1, 0.0, 0.0], [0.1, 0.0, 0.0], [0.0, 0.0, 0.0], [0.0, 0.0, 0.0], [0.0, 0.1, 0.0], [0.0, -0.1, 0.0], [0.0, 0.0, 0.0], [0.0, 0.0, 0.0]], "lowdin_charge": [0.144, -0.244, -0.095, -0.189, -0.019, -0.661, 0.207, 0.180, 0.785, -0.316, 0.144, 0.140, 0.138, 0.170, 0.131, 0.107, 0.104, 0.116, 0.061, 0.068, -0.074, -0.287, -0.184, -0.274, -0.073, 0.085, 0.081, 0.071, 0.110, 0.108, 0.111, 0.117, 0.070, 0.082, 0.075, -0.069, -0.289, -0.202, -0.273, -0.072, 0.085, 0.083, 0.073, 0.098, 0.112, 0.112, 0.117, 0.071, 0.084, 0.082], "homo_ev": -11.978, "gap_ev": 8.595, "charge": 1, "multiplicity": 1}



Question: Number 3 is which compound?
Answer: C11H29N2O9S3